# 1
Here is a cluster of 9 separate species, C36H63ClN8O5 in total in a non-equilibrium geometry from the Open Molecules 2025 dataset. Energies are from ωB97M-V/def2-TZVPD.

Summary:
LUMO level (spin up / spin down): 1.981 / 1.980 eV
multiplicity: 2
<S²>: 0.7504
HOMO-LUMO gap (spin up / spin down): 1.77 / 8.26 eV
total charge: -1

Each line ends with the Mulliken spin population.
Geometry (Å):
Cl  24.572  6.517  5.451  0.003
O  23.564  6.908  6.426  -0.001
O  23.947  5.923  4.269  0.000
O  25.447  7.567  5.058  0.003
O  28.142  10.472  9.316  -1.042
O  25.329  5.524  6.055  -0.002
N  30.786  4.250  9.512  -0.002
N  22.371  12.185  5.386  0.017
N  29.662  7.724  12.782  -0.016
N  32.436  11.417  7.121  -0.093
N  24.840  4.359  13.288  0.000
N  23.984  15.406  3.384  -0.272
N  23.867  16.406  11.865  0.057
N  27.005  11.571  6.683  -1.796
C  22.397  15.624  10.388  -0.128
C  22.903  12.053  7.510  -0.075
C  29.512  5.772  8.727  0.004
C  28.045  9.340  10.188  -0.294
C  28.688  10.147  8.103  -0.055
C  23.185  18.473  1.782  0.031
C  28.135  8.191  16.214  0.019
C  25.678  12.562  4.554  -0.193
C  32.640  13.211  10.294  0.649
C  28.528  11.245  7.058  0.606
C  27.728  6.869  15.497  -0.003
C  23.717  15.468  10.862  0.140
C  21.762  16.578  11.167  0.057
C  28.895  6.265  14.799  -0.015
C  32.064  11.901  9.702  -0.160
C  26.447  12.477  8.994  -0.066
C  26.430  12.767  7.409  1.196
C  30.113  5.371  9.815  -0.014
C  29.343  7.066  13.649  0.050
C  22.761  12.933  6.476  -0.030
C  25.083  4.097  12.169  0.000
C  29.704  4.942  7.669  0.006
C  22.744  10.728  7.044  0.015
C  30.491  3.951  8.158  0.000
C  26.207  4.824  10.066  -0.002
C  22.756  17.187  11.991  0.045
C  22.383  10.795  5.770  0.014
C  32.297  11.653  8.275  0.422
C  25.513  6.112  9.743  0.001
C  26.965  11.949  5.130  0.358
C  21.747  18.004  2.042  0.010
C  26.143  10.246  6.743  0.135
C  24.090  16.119  2.508  0.416
C  24.173  17.198  1.487  -0.069
C  34.172  13.354  9.908  -0.038
C  25.304  3.784  10.743  0.001
H  30.999  11.821  9.923  0.029
H  34.166  13.494  8.827  0.021
H  26.537  4.430  9.105  -0.001
H  28.929  12.235  7.276  0.176
H  28.484  5.346  14.381  0.004
H  32.133  13.978  9.709  -0.104
H  27.546  9.738  11.071  0.025
H  25.975  13.337  9.470  0.544
H  27.492  8.521  9.727  0.071
H  27.420  12.483  9.486  -0.482
H  32.385  13.303  11.349  -0.204
H  31.077  3.127  7.778  -0.001
H  28.979  8.854  10.469  0.055
H  24.308  3.744  10.303  0.000
H  27.207  10.978  4.697  0.235
H  20.766  16.988  11.084  0.001
H  23.157  12.240  8.543  0.091
H  25.894  9.885  7.741  -0.018
H  26.042  6.789  9.071  0.002
H  32.451  11.090  10.318  -0.115
H  28.542  8.827  15.427  -0.003
H  28.866  8.097  17.017  -0.002
H  24.101  16.699  0.521  0.005
H  30.041  5.620  10.864  0.012
H  26.667  9.554  6.084  0.093
H  21.058  18.795  2.338  -0.008
H  25.173  10.320  6.252  0.051
H  26.814  6.982  14.914  0.000
H  27.566  6.174  16.320  -0.003
H  22.824  18.039  12.652  -0.033
H  21.402  17.583  1.097  -0.005
H  22.983  13.990  6.474  -0.054
H  25.694  2.769  10.825  0.000
H  25.286  6.647  10.665  0.002
H  25.244  17.387  1.412  -0.035
H  31.570  3.928  10.062  0.001
H  28.284  9.278  7.584  -0.023
H  22.133  12.540  4.471  0.005
H  25.609  12.340  3.489  -0.010
H  24.683  12.189  4.792  0.020
H  22.924  9.802  7.569  -0.001
H  29.053  11.056  6.122  0.425
H  29.706  9.812  8.303  0.038
H  24.548  14.809  10.655  0.169
H  21.952  15.109  9.550  -0.055
H  25.405  12.747  7.041  0.072
H  22.044  10.022  5.096  -0.009
H  27.163  5.064  10.533  0.001
H  27.237  8.658  16.617  -0.001
H  28.892  6.635  8.538  0.004
H  24.774  16.455  12.307  -0.108
H  34.804  12.548  10.281  -0.051
H  26.939  13.704  7.184  0.034
H  27.819  12.595  4.928  -0.025
H  34.487  14.268  10.411  -0.014
H  23.559  19.034  2.638  0.005
H  23.266  19.286  1.060  -0.021
H  24.535  5.911  9.306  -0.002
H  29.392  5.117  6.650  -0.001
H  29.732  6.068  15.469  -0.006
H  21.611  17.269  2.834  0.005
H  25.827  11.603  9.189  0.280
H  25.575  13.596  4.885  0.031

=====

# 2
Here is a cluster of 2 separate species, C2H9NOS2 in total in a non-equilibrium geometry from the Open Molecules 2025 dataset. Energies are from ωB97M-V/def2-TZVPD.

Summary:
LUMO level: 0.300 eV
SMILES: CSS.NCO
energy above the lowest of the compared OMol25 structures with the same formula, charge and spin: 97.9 kJ/mol
HOMO-LUMO gap: 9.34 eV

Each line ends with the natural charge from an NBO analysis.
Geometry (Å):
S  1.383  1.732  1.342  -0.112
S  1.930  -0.192  1.867  0.082
O  -0.656  0.454  -1.139  -0.741
N  -2.309  -0.528  0.208  -0.825
C  2.579  -1.054  0.398  -0.773
C  -2.059  0.423  -0.928  0.072
H  0.262  1.511  0.751  0.093
H  2.651  -2.139  0.433  0.247
H  1.851  -1.031  -0.435  0.236
H  -1.680  -0.122  0.887  0.348
H  3.474  -0.513  0.116  0.224
H  -0.340  1.390  -1.129  0.473
H  -2.643  0.211  -1.849  0.164
H  -2.474  1.304  -0.532  0.159
H  -1.968  -1.446  0.009  0.354

=====

# 3
Here is a cluster of 2 separate species, C4H9NO in total in a non-equilibrium geometry from the Open Molecules 2025 dataset. Energies are from ωB97M-V/def2-TZVPD.

Summary:
LUMO level: 0.834 eV
SMILES: CC#N.COC
energy above the lowest of the compared OMol25 structures with the same formula, charge and spin: 177.5 kJ/mol
HOMO-LUMO gap: 10.84 eV

Each line ends with the natural charge from an NBO analysis.
Geometry (Å):
O  0.080  0.116  -1.112  -0.550
N  -0.310  1.317  2.082  -0.354
C  -1.601  -0.849  1.371  -0.719
C  -0.905  0.376  1.767  0.306
C  1.084  -0.844  -0.910  -0.256
C  0.628  1.413  -1.113  -0.256
H  1.149  1.619  -0.168  0.183
H  -2.312  -0.641  0.568  0.261
H  0.620  -1.835  -0.918  0.184
H  1.326  1.551  -1.954  0.163
H  -0.193  2.126  -1.208  0.195
H  -2.126  -1.265  2.234  0.249
H  1.845  -0.815  -1.707  0.171
H  -0.872  -1.578  1.009  0.253
H  1.587  -0.691  0.058  0.170

=====

# 4
Here is a structure of composition C13H15Br15F6O4 in a non-equilibrium geometry from the Open Molecules 2025 dataset. Energies are from ωB97M-V/def2-TZVPD.

Summary:
LUMO level: -0.711 eV
energy above the lowest of the compared OMol25 structures with the same formula, charge and spin: 97.0 kJ/mol
HOMO-LUMO gap: 9.52 eV

Each line ends with the natural charge from an NBO analysis.
Geometry (Å):
Br  28.856  7.047  -15.374  0.083
Br  30.529  16.589  -19.687  0.064
Br  29.412  11.738  -28.500  0.071
Br  23.198  9.542  -20.830  0.055
Br  36.357  7.889  -20.819  0.083
Br  23.855  11.049  -23.630  0.067
Br  27.785  13.956  -26.810  0.062
Br  28.229  14.801  -18.235  0.064
Br  37.436  8.996  -23.697  0.069
Br  28.465  8.551  -18.108  0.115
Br  23.511  7.670  -23.528  0.065
Br  31.437  8.604  -16.731  0.040
Br  35.977  6.130  -23.550  0.086
Br  31.281  14.635  -17.113  0.087
Br  26.388  12.041  -29.061  0.102
F  31.657  6.492  -22.155  -0.307
F  29.640  6.634  -22.541  -0.286
F  37.969  14.240  -17.314  -0.308
F  39.328  15.868  -17.645  -0.297
F  30.830  6.564  -24.259  -0.315
F  40.142  13.951  -17.355  -0.307
O  29.902  9.306  -23.601  -0.571
O  32.083  9.139  -22.714  -0.486
O  39.857  14.952  -20.267  -0.535
O  37.901  13.770  -19.911  -0.469
C  39.106  14.606  -17.953  0.901
C  30.762  7.030  -22.993  0.917
C  37.587  13.693  -21.263  -0.078
C  29.911  15.814  -17.926  -0.438
C  31.815  11.149  -21.489  -0.641
C  27.702  12.155  -27.648  -0.467
C  36.951  14.911  -21.895  -0.643
C  38.988  14.491  -19.486  0.683
C  32.434  10.497  -22.701  -0.071
C  30.888  8.629  -23.144  0.696
C  29.704  7.565  -17.070  -0.463
C  37.114  7.401  -22.566  -0.460
C  24.191  9.342  -22.568  -0.405
H  32.105  10.989  -23.616  0.196
H  27.549  11.440  -26.840  0.233
H  29.909  6.666  -17.651  0.226
H  36.790  12.962  -21.399  0.194
H  32.301  10.940  -20.536  0.219
H  33.521  10.559  -22.645  0.200
H  31.768  12.228  -21.631  0.222
H  36.182  15.427  -21.318  0.219
H  25.232  9.223  -22.270  0.219
H  38.461  13.429  -21.859  0.196
H  36.558  14.731  -22.896  0.225
H  38.059  6.896  -22.361  0.224
H  29.596  16.579  -17.217  0.223
H  37.799  15.588  -21.996  0.218
H  30.759  10.884  -21.431  0.225